ORCA calculation (the ωB97M-V functional and the def2-TZVPD basis) on a structure of composition C31H32AsN6O6Re.

```
77
C31H32AsN6O6Re (the ωB97M-V functional and the def2-TZVPD basis)
Re 1.0308 0.2465 -0.2588
O 2.2511 -0.1129 1.2550
N 2.1331 0.6352 2.3363
N 1.3078 1.5700 2.2039
O 0.6620 1.7114 1.0429
C 1.0160 2.5005 3.2696
C -0.0100 3.4118 3.0675
C -0.2854 4.2993 4.0961
C 0.4482 4.2572 5.2742
C 1.4664 3.3231 5.4457
C 1.7674 2.4236 4.4379
H -0.5817 3.4275 2.1536
H -1.0757 5.0264 3.9739
H 0.2276 4.9557 6.0686
H 2.0308 3.2954 6.3668
H 2.5529 1.6948 4.5614
O -0.6899 -1.0697 -5.7708
C -1.3195 0.0049 -5.3240
O -2.1615 0.5856 -5.9395
C -0.9744 0.4910 -3.9392
C -1.5598 1.6310 -3.3909
N -1.0496 1.8050 -2.1670
N -0.1764 0.8337 -1.8635
C -0.1262 0.0267 -2.9380
C 0.8488 -1.1012 -2.8314
O 1.1105 -1.8367 -3.7484
O 1.4223 -1.1321 -1.6429
H -0.0568 -1.4505 -5.1309
H -2.2918 2.2967 -3.8179
H -1.3101 2.4942 -1.4743
N 5.1315 1.5251 -4.3888
C 4.7749 0.8644 -3.0792
C 3.4426 1.3755 -2.5185
N 3.2043 0.8601 -1.1611
H 6.0235 1.1626 -4.7426
H 5.2362 2.5402 -4.2993
H 4.4311 1.3471 -5.1151
H 5.6047 1.0646 -2.4004
H 4.7394 -0.2057 -3.2872
H 2.6189 1.0580 -3.1630
H 3.4265 2.4662 -2.4810
H 3.7761 1.3502 -0.4770
H 3.4819 -0.1211 -1.1167
C -0.2782 -3.9550 4.3129
C -1.5499 -3.6329 3.8563
C -1.7003 -2.7849 2.7715
C -0.5655 -2.2491 2.1521
C 0.7070 -2.5860 2.5971
C 0.8428 -3.4384 3.6845
As -0.9090 -1.2021 0.5825
C -1.4701 -2.3991 -0.8079
C -2.7183 -2.3147 -1.4201
C -3.0616 -3.2450 -2.3916
C -2.1733 -4.2536 -2.7389
C -0.9422 -4.3530 -2.1033
C -0.5870 -3.4301 -1.1345
C -2.2514 0.1063 1.0372
C -3.0155 0.7419 0.0570
C -3.9238 1.7266 0.4151
C -4.0636 2.0921 1.7477
C -3.2920 1.4759 2.7216
C -2.3849 0.4854 2.3719
H -0.1634 -4.6203 5.1572
H -2.4234 -4.0467 4.3400
H -2.6975 -2.5495 2.4150
H 1.5930 -2.2102 2.1092
H 1.8300 -3.7053 4.0353
H -3.4477 -1.5715 -1.1252
H -4.0335 -3.1916 -2.8623
H -2.4503 -4.9793 -3.4908
H -0.2634 -5.1554 -2.3561
H 0.3675 -3.5298 -0.6299
H -2.9325 0.4539 -0.9848
H -4.5434 2.1923 -0.3393
H -4.7868 2.8457 2.0267
H -3.4076 1.7528 3.7606
H -1.8027 -0.0006 3.1473
```

Properties
Frontier orbital gap (spin up / spin down) = 7.83 / 6.16 eV
Charge = +3
2S+1 = 4

=====

ORCA calculation (the ωB97M-V functional and the def2-TZVPD basis) on a cluster of 9 separate species, C31H32BF15O28 in total.

```
107
C31H32BF15O28 (the ωB97M-V functional and the def2-TZVPD basis)
O -0.4707 -3.2693 -2.0910
C -1.1491 -2.6937 -1.3274
C -2.6619 -2.5885 -1.5396
C -3.1138 -1.1033 -1.4914
C -4.5545 -0.9337 -2.0403
C -5.6157 -1.0738 -0.9558
F -5.2206 -1.8014 0.0914
F -5.8528 0.1787 -0.4782
C -7.0075 -1.6211 -1.4468
F -7.9230 -0.6616 -1.4199
F -7.4197 -2.5887 -0.6483
F -6.9942 -2.0883 -2.6851
O -0.7011 -2.1098 -0.1532
C 0.4446 -1.3335 -0.2863
F 1.5552 -2.0894 -0.3998
F 0.5689 -0.7001 0.9199
B 0.4183 -0.1772 -1.4171
O -0.4186 0.9084 -1.3290
O 1.2827 -0.2850 -2.4920
H -3.1419 -3.1572 -0.7281
H -2.9424 -3.0060 -2.5086
H -2.4584 -0.5840 -2.2040
H -2.9571 -0.6431 -0.5089
H -4.6136 0.0853 -2.4404
H -4.6681 -1.6298 -2.8783
H -0.7893 1.1000 -2.2034
H 0.9208 0.2319 -3.2314
O -11.6717 4.7054 -0.5917
C -11.1427 3.7430 -1.0334
O -11.4410 2.4647 -0.6723
C -10.6891 1.5986 -1.5234
C -9.5511 2.4818 -1.9523
F -9.1338 2.1728 -3.2054
O -10.1446 3.7669 -1.9686
H -11.3113 1.2850 -2.3636
H -10.3524 0.7153 -0.9848
H -8.6979 2.4788 -1.2709
O 5.9449 1.7287 3.2219
C 5.3490 1.1056 2.4041
O 4.8305 -0.1304 2.6112
C 4.0741 -0.4758 1.4447
C 4.7066 0.3974 0.3972
F 3.8038 0.7744 -0.5379
O 5.1048 1.5392 1.1343
H 3.0231 -0.2333 1.6064
H 4.1609 -1.5359 1.2171
H 5.5776 -0.0456 -0.0909
O -0.9749 0.0316 -4.4968
C -1.5849 -0.5824 -5.3128
O -2.1213 -1.8072 -5.1001
C -2.8839 -2.1454 -6.2624
C -2.2423 -1.2849 -7.3176
F -3.1382 -0.8969 -8.2538
O -1.8264 -0.1481 -6.5773
H -3.9317 -1.8868 -6.0988
H -2.8124 -3.2080 -6.4830
H -1.3776 -1.7371 -7.8068
O -2.5525 -0.1061 1.3731
C -2.6860 -0.7621 2.3537
O -3.0016 -2.0838 2.3517
C -2.9341 -2.5392 3.7053
C -3.1363 -1.2630 4.4751
F -2.4565 -1.2818 5.6531
O -2.5494 -0.2894 3.6213
H -1.9547 -2.9858 3.8896
H -3.7047 -3.2794 3.9100
H -4.1829 -1.0075 4.6634
O -5.8348 -1.1488 5.6558
C -5.8194 -0.3740 6.5590
O -6.5899 -0.4747 7.6673
C -6.1801 0.5608 8.5656
C -5.5544 1.5593 7.6287
F -4.5391 2.2276 8.2211
O -5.0274 0.7315 6.6048
H -5.4614 0.1581 9.2811
H -7.0298 0.9675 9.1090
H -6.2557 2.2743 7.1942
O 6.8980 -2.6691 -0.9802
C 7.5818 -1.8472 -1.4969
O 8.7247 -1.3535 -0.9598
C 9.3218 -0.4900 -1.9400
C 8.1332 -0.1148 -2.7841
F 8.4836 0.0825 -4.0790
O 7.3115 -1.2689 -2.7033
H 10.0714 -1.0440 -2.5033
H 9.7839 0.3594 -1.4770
H 7.5778 0.7533 -2.4226
O 1.4596 6.3349 3.6141
C 1.6534 5.1706 3.7124
O 1.1760 4.3932 4.7221
C 1.5073 3.0388 4.4100
C 2.6809 3.2080 3.4826
F 2.7271 2.2165 2.5565
O 2.3913 4.4310 2.8324
H 0.6579 2.5594 3.9192
H 1.7582 2.4793 5.3086
H 3.6481 3.2808 3.9843
O 11.5714 0.8126 -1.9421
C 12.6364 0.3577 -2.2086
O 13.7069 0.3740 -1.3780
C 14.7430 -0.3875 -2.0037
C 14.3529 -0.3138 -3.4559
F 14.7090 -1.4358 -4.1237
O 12.9383 -0.2445 -3.3924
H 14.7249 -1.4096 -1.6220
H 15.7211 0.0456 -1.8072
H 14.7369 0.5608 -3.9844
```

Properties
Frontier orbital gap = 10.75 eV
Charge = 0
2S+1 = 1
SMILES = O=C(CCCC(F)(F)C(F)(F)F)OC(F)(F)B(O)O.O=C1OC[C@@H](F)O1.O=C1OC[C@@H](F)O1.O=C1OC[C@@H](F)O1.O=C1OC[C@@H](F)O1.O=C1OC[C@@H](F)O1.O=C1OC[C@@H](F)O1.O=C1OC[C@@H](F)O1.O=C1OC[C@@H](F)O1

=====

Ordered F_max results: 0.00885 0.04655; unit Eh/bohr.